Record 1
A structure of composition C49H47CoN3O2SbTe in a non-equilibrium geometry. Source: OMol25; level of theory: ωB97M-V/def2-TZVPD.

Geometry as XYZ:
```
104
Properties=species:S:1:pos:R:3:forces:R:3:lowdin_charge:R:1
Co 10.9962 12.0003 13.4731 -0.18 0.95 0.13 0.77
C 9.9241 10.0208 19.9524 0.33 -1.30 0.40 -0.04
C 10.5778 10.5691 18.7085 -0.24 0.60 0.36 -0.23
C 11.3114 11.7897 18.6587 0.12 -1.06 -2.64 0.07
C 11.8445 12.2173 17.4128 -0.87 0.05 1.37 -0.07
C 12.5984 13.5095 17.3915 0.68 0.75 -0.07 -0.29
O 12.2934 14.4975 16.7313 -0.34 -1.37 0.22 0.08
C 13.7875 13.5750 18.3095 -0.10 0.08 -0.37 -0.16
C 14.1306 12.5800 19.2215 0.25 -0.23 0.63 -0.04
C 15.0543 12.8643 20.2209 0.51 -0.43 0.65 -0.08
C 15.7495 14.0598 20.2258 0.60 0.83 0.59 -0.08
C 15.5091 14.9799 19.2126 0.31 1.19 -1.90 -0.06
C 14.5169 14.7654 18.2413 -0.70 -1.00 1.45 0.00
C 11.5544 11.5416 16.2165 -0.45 -0.13 -1.37 -0.25
O 11.9289 12.0573 15.0572 0.80 -0.03 1.46 -0.16
C 10.7905 10.3235 16.2605 -0.65 0.94 0.61 -0.06
C 10.3301 9.8874 17.5399 0.86 0.16 -0.32 0.02
C 10.3280 9.6812 15.0565 1.60 -0.74 0.20 -0.19
N 10.5057 10.1730 13.8602 -0.55 -0.75 -1.92 -0.02
C 10.4688 9.2633 12.6648 0.42 -1.63 1.86 -0.23
C 11.8590 8.5505 12.6047 0.28 1.64 -1.75 -0.38
Te 12.1744 6.6003 11.6888 0.24 1.48 -0.39 1.67
C 13.1253 7.6231 10.1082 -0.09 0.58 -1.67 -0.54
C 14.5066 7.6033 9.8777 -0.11 -0.75 1.23 -0.13
C 15.1025 8.0098 8.6915 -1.15 0.69 -0.17 -0.03
C 14.2671 8.6839 7.7702 1.06 -1.11 -0.03 -0.03
C 12.8916 8.7194 7.9840 0.19 2.18 -1.42 -0.09
C 12.3122 8.2638 9.1247 -0.08 -1.19 1.58 -0.15
C 9.8933 8.2766 15.1183 -1.85 0.07 0.53 -0.22
C 10.6871 7.2950 15.6830 -0.46 -1.28 -1.05 -0.03
C 10.2491 5.9487 15.6191 0.19 -0.30 -0.27 -0.05
C 9.0312 5.5771 15.0189 0.52 2.09 0.37 -0.04
C 8.1955 6.6383 14.5959 -0.29 -0.08 -1.36 -0.06
C 8.5888 7.9741 14.6204 1.44 -1.17 1.42 -0.03
H 10.5866 9.4943 20.6696 0.10 0.25 -0.65 0.10
H 9.1552 9.2835 19.6780 0.26 0.21 0.01 0.08
H 9.4266 10.7236 20.5751 -0.40 1.08 0.23 0.07
H 11.4925 12.4136 19.5005 -0.05 0.19 0.72 0.13
H 13.6918 11.5887 19.2262 -0.14 0.19 -0.12 0.11
H 15.3078 12.1746 21.0444 -0.45 0.07 -0.74 0.12
H 16.4652 14.2974 21.0646 -0.77 -0.34 -1.21 0.13
H 16.1308 15.8687 18.9945 -0.33 -0.44 0.96 0.12
H 14.0403 15.4417 17.5381 1.03 0.53 0.03 0.12
H 9.8289 8.9437 17.6615 -0.39 -0.13 -0.35 0.12
H 10.2917 9.7848 11.7628 0.07 0.97 -0.83 0.08
H 9.7003 8.4977 12.6802 -0.23 0.13 0.35 0.09
H 12.3201 8.3742 13.5525 0.03 0.15 0.85 0.03
H 12.5200 9.2492 11.9878 -0.47 -1.29 0.93 0.08
H 15.1261 7.3478 10.7331 0.24 -0.62 -0.37 0.11
H 16.1561 7.7723 8.5551 -0.19 0.63 -0.12 0.13
H 14.6968 9.1337 6.8696 -0.23 -0.29 0.30 0.13
H 12.2850 9.3190 7.2627 0.43 -0.81 0.63 0.14
H 11.2528 8.4232 9.2579 -0.22 -0.28 0.07 0.10
H 11.7108 7.4903 15.9763 -0.13 0.20 0.40 0.13
H 10.9455 5.1819 15.9797 -0.42 0.23 -0.09 0.12
H 8.7412 4.5546 14.8707 -0.05 -0.25 0.14 0.11
H 7.2807 6.4601 14.0040 0.27 -0.32 0.86 0.12
H 7.9013 8.7586 14.3574 -0.02 0.16 -0.35 0.12
N 10.9275 12.8909 11.5362 0.17 -0.40 -0.69 -0.05
C 10.1893 14.2037 11.5823 -2.73 -1.46 1.12 -0.18
C 9.7442 14.5822 13.0429 1.40 0.03 0.72 -0.18
N 9.5644 13.4232 13.9597 -0.15 -0.41 0.05 -0.03
H 11.8819 13.0460 11.1230 -1.46 -0.56 0.22 0.13
H 10.3422 12.2135 10.9672 1.50 1.19 0.53 0.12
H 9.2009 14.0677 11.0373 1.48 0.29 0.14 0.14
H 10.7743 14.9845 11.1653 0.34 0.65 -0.45 0.11
H 8.8254 15.1516 13.0511 0.06 0.50 -0.33 0.12
H 10.5747 15.1477 13.5383 -0.83 -0.12 -0.54 0.14
H 8.6447 12.9861 13.9645 -0.10 0.37 -0.42 0.11
H 9.6914 13.7206 14.9325 0.28 0.01 -0.38 0.12
C 22.3918 12.6667 15.5778 -1.81 -0.32 -1.14 -0.06
C 21.8498 12.3730 14.3144 0.49 -0.02 -0.44 -0.06
C 20.4865 12.6106 14.0606 1.17 -0.89 -0.86 -0.15
C 19.6518 13.0343 15.0524 -0.98 0.33 -0.29 -0.42
C 20.2150 13.4350 16.2497 -0.89 -0.12 -0.23 -0.17
C 21.5302 13.2238 16.5176 1.43 0.28 0.76 -0.09
Sb 17.5017 12.9364 14.8608 -0.30 -0.99 -0.78 1.48
C 17.2886 12.9831 12.7007 -0.43 0.40 0.04 -0.42
C 16.4071 12.0923 12.0313 0.41 -0.18 0.36 -0.17
C 16.3021 12.0709 10.6483 0.55 1.59 -0.73 -0.11
C 17.0728 12.9957 9.8712 -0.79 0.55 1.76 -0.07
C 17.9072 13.9269 10.5727 -0.83 -1.47 -0.74 -0.07
C 17.9836 13.9538 11.9786 0.45 -0.74 -1.01 -0.14
C 17.3029 10.7238 14.6200 0.16 1.26 -0.36 -0.39
C 16.5302 10.1232 15.5911 0.55 -1.19 1.69 -0.19
C 16.6929 8.7699 15.9387 0.23 0.20 -2.63 -0.06
C 17.4035 7.9663 14.9720 -0.81 -0.55 1.25 -0.10
C 18.0947 8.5451 13.9272 -0.23 1.35 -1.44 -0.10
C 18.0162 9.9455 13.7112 0.03 -1.02 1.05 -0.12
H 23.3887 12.4068 15.8035 0.98 -0.01 0.24 0.09
H 22.4823 11.9449 13.4919 -0.61 0.53 0.98 0.12
H 20.0951 12.4161 13.0663 0.07 -0.19 0.06 0.09
H 19.6015 13.9269 16.9622 -0.47 0.18 0.81 0.08
H 21.8914 13.5335 17.4970 0.14 -0.13 -0.21 0.11
H 15.8404 11.3258 12.5872 0.38 0.59 -0.09 0.09
H 15.5623 11.4329 10.1620 0.30 -0.03 0.06 0.08
H 16.8202 13.1315 8.8067 0.74 -0.30 0.51 0.10
H 18.5537 14.5228 9.9573 0.06 0.62 0.02 0.09
H 18.7143 14.6301 12.4574 -0.61 -0.34 -0.22 0.11
H 15.8558 10.7013 16.2134 0.25 0.28 0.15 0.07
H 16.2100 8.4402 16.8468 -0.07 -0.62 -0.22 0.09
H 17.3112 6.8640 14.9439 0.43 0.66 0.69 0.10
H 18.6590 7.9900 13.1492 -0.59 -0.04 0.84 0.11
H 18.4656 10.3563 12.8225 0.40 0.28 0.09 0.09
```
Forces are in eV/Å.

⟨S²⟩: 6.0152
Multiplicity: 5
Kohn-Sham gap (spin up / spin down): 5.47 / 2.43 eV
E_HOMO (spin up / spin down): -11.58 / -11.57 eV
Net charge: +2

Record 2
A structure of composition C49H48Ge2N7O2S2Ti in a non-equilibrium geometry. Source: OMol25; level of theory: ωB97M-V/def2-TZVPD.

Geometry as XYZ:
```
111
Properties=species:S:1:pos:R:3:forces:R:3:lowdin_charge:R:1
Ti 1.0301 0.2445 -0.2034 -0.04 -0.97 0.50 0.91
N 3.2171 0.7528 3.3509 -0.13 -0.05 -1.31 0.18
C 2.4031 0.5856 4.4933 -0.62 -0.13 0.78 -0.22
C 2.9831 0.5650 5.7527 -0.08 0.02 -0.25 0.01
C 2.1928 0.3992 6.8829 -0.03 0.02 -0.06 -0.03
C 0.8245 0.2520 6.7606 0.01 0.03 -0.11 -0.03
C 0.2368 0.2603 5.4992 0.06 0.00 -0.11 -0.06
C 1.0258 0.4252 4.3795 0.35 -0.02 -0.56 -0.38
S 0.2464 0.4503 2.7607 -0.45 0.30 1.00 1.07
N 1.5620 0.4672 1.6989 0.90 0.07 0.82 -0.39
C 2.8041 0.6324 2.0743 0.33 0.17 1.17 -0.29
C 3.7810 0.6241 0.9755 1.08 0.14 -0.49 -0.19
C 5.1505 0.4493 1.1782 -0.65 0.09 0.07 0.04
C 5.9918 0.3752 0.0811 -0.19 0.01 -0.45 0.02
C 5.4403 0.4828 -1.1900 0.15 0.13 0.46 0.02
C 4.0741 0.6822 -1.3079 -0.06 0.20 -0.16 -0.06
N 3.2449 0.7470 -0.2635 0.58 -0.32 0.52 0.05
H 4.1939 0.9227 3.5413 -0.03 0.02 -0.16 0.15
H 4.0506 0.6847 5.8587 0.18 0.02 0.00 0.13
H 2.6537 0.3924 7.8564 0.07 0.00 0.11 0.13
H 0.2060 0.1370 7.6364 -0.05 -0.02 0.07 0.13
H -0.8321 0.1553 5.3937 -0.14 -0.05 0.02 0.12
H 5.5629 0.3458 2.1706 0.02 -0.03 0.04 0.13
H 7.0521 0.2344 0.2165 0.13 -0.03 0.00 0.14
H 6.0609 0.4392 -2.0699 0.03 -0.01 -0.11 0.13
H 3.6361 0.8305 -2.2894 -0.03 -0.12 0.08 0.12
O 1.3888 2.4664 -6.6599 -0.03 0.25 0.16 -0.03
C 1.5685 1.1023 -6.4221 0.06 -0.31 -0.41 -0.20
C 1.4197 0.8247 -4.9609 0.03 0.02 0.42 -0.12
C 1.5503 -0.4644 -4.4341 -0.08 0.29 0.13 0.04
C 1.3895 -0.6546 -3.0784 0.15 -0.61 -0.34 -0.10
N 1.1442 0.3432 -2.2130 0.33 0.49 -1.19 -0.06
C 1.0685 1.6066 -2.6990 -0.01 0.10 -0.85 -0.20
C 1.1732 1.8601 -4.0640 0.02 -0.14 0.24 0.08
C 0.8854 2.6709 -1.7027 -0.12 0.70 0.03 -0.19
C 0.7565 4.0148 -2.0414 -0.01 -0.32 0.11 0.09
C 0.5814 4.9747 -1.0484 0.06 -0.42 0.14 -0.13
C 0.4013 6.4173 -1.4009 0.02 0.42 0.33 -0.20
O 0.3325 6.5630 -2.7908 0.04 -0.10 -0.22 -0.03
C 0.5536 4.5285 0.2756 0.13 0.02 -0.44 0.04
C 0.6784 3.1803 0.5377 -0.02 0.20 0.44 -0.09
N 0.8536 2.2527 -0.4146 -0.47 1.55 -0.70 -0.06
H 1.5460 2.6681 -7.5884 -0.02 -0.02 -0.01 0.12
H 2.5653 0.7621 -6.7440 -0.10 -0.04 0.10 0.15
H 0.8329 0.4972 -6.9748 0.07 -0.02 0.13 0.15
H 1.7698 -1.3007 -5.0788 -0.02 -0.18 0.00 0.14
H 1.4695 -1.6550 -2.6598 -0.03 0.20 -0.05 0.12
H 1.0772 2.8539 -4.4681 0.01 0.14 0.07 0.13
H 0.7649 4.3489 -3.0661 0.03 -0.05 -0.10 0.13
H 1.2445 6.9890 -0.9782 -0.16 -0.13 0.02 0.15
H -0.5174 6.7774 -0.9104 0.14 -0.06 -0.01 0.14
H 0.3529 7.4978 -3.0293 -0.02 -0.10 0.05 0.12
H 0.4117 5.2258 1.0869 -0.04 -0.01 0.14 0.14
H 0.6061 2.8225 1.5606 -0.01 0.04 -0.15 0.10
S 1.2951 -6.2915 0.4949 -0.43 -0.37 0.08 1.06
C 1.1046 -4.5686 0.2778 0.02 0.42 -0.08 -0.47
C 2.1699 -3.7352 0.6491 -0.16 0.07 -0.06 -0.03
C 2.0647 -2.3786 0.4762 0.52 -0.21 0.18 -0.09
N 1.0118 -1.7835 -0.1238 -0.01 -1.23 -0.11 -0.08
C 0.0275 -2.5992 -0.5567 -0.41 -0.14 -0.31 -0.12
C 0.0061 -3.9566 -0.3378 0.24 0.00 0.16 0.00
C -0.0681 -6.6479 1.6377 0.64 0.16 -0.11 -0.48
C -1.4076 -6.6902 1.3084 -0.19 -0.06 0.06 -0.07
C -2.3006 -6.9862 2.3377 0.22 0.18 -0.64 -0.13
N -1.9112 -7.2186 3.5705 -0.83 -0.24 0.80 0.08
C -0.6343 -7.2108 3.8753 0.67 0.08 -0.24 -0.11
C 0.3460 -6.9246 2.9298 -0.20 -0.07 0.22 -0.08
H 3.0482 -4.1636 1.1043 0.10 0.03 0.08 0.12
H 2.8707 -1.7378 0.8230 -0.13 -0.10 -0.06 0.11
H -0.7591 -2.1386 -1.1436 0.03 -0.04 0.16 0.08
H -0.8329 -4.5396 -0.6799 -0.09 -0.01 -0.08 0.12
H -1.7642 -6.5315 0.3055 -0.03 0.00 -0.19 0.10
H -3.3641 -7.0484 2.1522 -0.09 0.02 -0.11 0.12
H -0.3698 -7.4365 4.9002 0.03 0.00 0.04 0.12
H 1.3913 -6.9289 3.1922 0.10 0.02 0.04 0.10
C -2.2865 -1.3528 -3.6270 -0.21 0.49 0.41 -0.23
Ge -2.7458 0.3222 -2.6147 0.13 -0.20 -0.24 0.80
C -2.3227 1.7986 -3.9011 -0.06 -0.35 0.48 -0.21
C -4.6582 0.4712 -2.0932 0.67 -0.07 -0.02 -0.20
Ge -1.5222 0.3650 -0.3329 -2.02 0.31 0.16 0.89
C -2.2443 2.0613 0.4134 0.24 -0.21 -0.20 -0.37
C -2.7136 2.1731 1.7200 0.05 -0.22 -0.12 -0.12
C -3.2433 3.3632 2.1851 -0.07 0.16 0.09 -0.06
C -3.3222 4.4675 1.3508 0.02 0.02 -0.03 -0.05
C -2.8756 4.3671 0.0415 -0.06 0.13 -0.01 -0.07
C -2.3388 3.1790 -0.4181 -0.02 -0.37 -0.09 -0.16
C -2.4094 -1.1463 0.6922 0.37 0.28 -0.28 -0.34
C -3.1042 -2.1091 -0.0407 0.02 0.20 -0.19 -0.16
C -3.7229 -3.1859 0.5695 -0.07 -0.13 -0.04 -0.06
C -3.6592 -3.3350 1.9441 -0.01 -0.02 -0.01 -0.06
C -2.9971 -2.3814 2.6943 -0.06 -0.09 0.03 -0.06
C -2.3807 -1.3097 2.0729 0.01 0.21 0.15 -0.16
H -2.8520 -1.3330 -4.5543 -0.07 0.06 -0.17 0.03
H -2.5516 -2.2723 -3.1162 -0.03 -0.10 0.13 0.00
H -1.2286 -1.3886 -3.8816 0.08 0.08 0.00 -0.01
H -2.0898 1.3541 -4.8655 0.06 -0.09 -0.09 0.02
H -1.4952 2.4369 -3.6083 0.06 0.09 0.05 -0.02
H -3.2056 2.4206 -4.0274 -0.08 0.05 0.07 0.03
H -5.2720 0.4620 -2.9888 -0.02 -0.03 -0.18 0.03
H -4.8127 1.4164 -1.5796 0.03 0.10 0.05 0.02
H -4.9739 -0.3338 -1.4387 0.00 -0.11 0.06 0.01
H -2.7153 1.3060 2.3636 -0.01 0.01 0.11 0.07
H -3.6230 3.4263 3.1931 -0.03 0.00 0.12 0.11
H -3.7567 5.3893 1.7098 -0.02 0.04 0.02 0.12
H -2.9741 5.2048 -0.6330 -0.02 0.12 -0.05 0.11
H -2.0260 3.1012 -1.4541 0.01 0.08 -0.02 0.07
H -3.1896 -2.0004 -1.1132 -0.02 -0.09 -0.06 0.05
H -4.2700 -3.9018 -0.0261 -0.05 -0.06 -0.08 0.12
H -4.1369 -4.1701 2.4302 -0.08 -0.11 0.05 0.11
H -2.9717 -2.4689 3.7690 0.03 0.00 0.15 0.11
H -1.8902 -0.5887 2.7052 -0.13 -0.09 -0.03 0.00
```
Forces are in eV/Å.

Multiplicity: 1
Kohn-Sham gap: 5.75 eV
E_HOMO: -14.90 eV
Net charge: +3

- Among the records above, which one has the highest multiplicity?
  C49H47CoN3O2SbTe

- What is the formula in the second record?
  C49H48Ge2N7O2S2Ti

- Which value of net charge does entry 2 give?
  +3

- Which of these has the highest multiplicity?
  C49H47CoN3O2SbTe